{
  "formula": "C14H16ClN4NiO4",
  "method": "the ωB97M-V functional and the def2-TZVPD basis",
  "charge": 1,
  "e_lumo_ev": [-4.41, -4.41],
  "largest_force_ev_per_a": 6.1,
  "multiplicity": 3,
  "species": ["Ni", "O", "C", "O", "C", "C", "C", "C", "C", "N", "C", "O", "O", "H", "H", "H", "N", "C", "C", "N", "H", "H", "H", "H", "H", "H", "H", "H", "H", "Cl", "C", "C", "C", "C", "N", "C", "H", "H", "H", "H"],
  "positions_angstrom": [[0.109, 0.095, -0.320], [3.278, -2.858, 0.165], [2.392, -2.021, -0.122], [1.774, -1.248, 0.673], [1.812, -1.943, -1.447], [2.226, -2.926, -2.454], [1.652, -2.818, -3.723], [0.890, -1.681, -4.039], [0.640, -0.689, -3.051], [1.027, -0.935, -1.831], [-0.182, 0.562, -3.210], [-0.682, 0.759, -4.335], [-0.324, 1.226, -2.112], [2.984, -3.684, -2.185], [1.862, -3.621, -4.448], [0.474, -1.628, -5.031], [0.784, 3.808, 3.646], [1.553, 2.888, 2.759], [0.599, 2.025, 1.971], [1.039, 1.595, 0.629], [1.363, 4.533, 4.109], [0.367, 3.145, 4.293], [0.132, 4.482, 3.171], [2.246, 2.319, 3.373], [2.172, 3.484, 2.083], [-0.301, 2.570, 1.754], [0.391, 1.119, 2.584], [2.024, 1.298, 0.728], [0.895, 2.399, -0.012], [-4.996, 0.966, 0.043], [-3.904, -0.335, 0.211], [-4.054, -1.538, 0.842], [-2.960, -2.321, 1.248], [-1.717, -1.872, 0.928], [-1.583, -0.670, 0.217], [-2.581, 0.055, -0.244], [-5.022, -1.873, 1.069], [-3.128, -3.288, 1.749], [-0.784, -2.328, 1.157], [-2.468, 0.948, -0.839]]
}